Entry 1:
{"formula": "C8H4AuCl3NO3Pr", "method": "ωB97M-V/def2-TZVPD", "s2": 6.029, "lumo_energy_ha": [-0.5535, -0.6655], "homo_ev": [-23.9064, -23.9385], "multiplicity": 5, "total_charge": 4, "elements": ["Au", "Pr", "Cl", "Cl", "Cl", "O", "O", "O", "N", "C", "C", "C", "C", "C", "C", "C", "C", "H", "H", "H", "H"], "xyz": [[0.1542, -0.0531, -4.3378], [1.1641, 0.4569, -0.4584], [-0.3597, -1.2057, -2.3945], [0.0270, 2.6168, -1.1232], [-2.5529, 1.0361, 4.4287], [2.7816, 3.7674, 0.6581], [1.2614, -2.5382, -5.6112], [1.1873, 2.3169, -5.8805], [-0.2255, -0.0835, 1.3660], [2.3643, 2.7339, 0.3956], [0.9717, -1.4742, -5.2702], [-0.0506, -1.4082, 1.5836], [-1.5936, 0.0597, 3.3505], [-1.3683, -1.3076, 3.5661], [-1.0075, 0.6754, 2.2268], [0.6622, 1.4890, -5.2939], [-0.5881, -2.0568, 2.6813], [-1.8192, -1.7447, 4.4503], [-0.4048, -3.1084, 2.8379], [0.5287, -1.9184, 0.8303], [-1.1321, 1.7467, 1.9944]], "mulliken_charge": [0.72, 1.53, -0.36, -0.27, 0.24, 0.00, 0.01, -0.02, -0.37, 0.24, 0.41, 0.15, 0.02, 0.02, 0.05, 0.44, -0.86, 0.51, 0.47, 0.58, 0.50]}



Entry 2:
{"formula": "C8H4BrCeCl2NO3Sm", "method": "ωB97M-V/def2-TZVPD", "s2": 12.010, "lumo_energy_ha": [-0.6602, -0.5895], "homo_ev": [-20.0215, -20.0255], "multiplicity": 7, "total_charge": 4, "elements": ["Sm", "Ce", "Br", "Cl", "Cl", "O", "O", "O", "N", "C", "C", "C", "C", "C", "C", "C", "C", "H", "H", "H", "H"], "xyz": [[-0.7719, 1.8793, -4.0880], [0.3039, 0.4434, -0.4707], [-1.0067, -0.8475, 5.7732], [0.3245, -0.4444, -3.0427], [-1.3691, 2.4480, -1.5444], [-1.5887, 4.0354, -6.8626], [2.6013, 1.8956, 1.7400], [-1.4669, 0.7058, -7.3767], [0.2423, -0.3837, 1.8307], [0.8311, -1.5583, 1.5577], [0.6997, -2.6586, 2.4315], [-1.2776, 3.4567, -5.8983], [1.9175, 1.5198, 0.8642], [-0.2497, -1.2037, 4.0599], [-1.2221, 0.9823, -6.2720], [-0.1314, -0.1401, 3.1515], [0.1252, -2.4846, 3.6849], [1.4391, -1.6293, 0.6303], [-0.3536, 0.9162, 3.3439], [1.0234, -3.6370, 2.1032], [-0.0705, -3.2953, 4.3845]], "mulliken_charge": [1.71, 2.09, 0.04, -0.41, -0.42, 0.10, 0.01, 0.12, -0.33, 0.07, -0.74, 0.06, 0.27, -0.20, -0.05, -0.23, 0.01, 0.46, 0.47, 0.44, 0.51]}



Entry 3:
{"formula": "C8H4N2O7P2S2V", "method": "ωB97M-V/def2-TZVPD", "s2": 2.017, "lumo_energy_ha": [0.0932, 0.0894], "homo_ev": [-5.2939, -5.5627], "multiplicity": 3, "total_charge": -1, "elements": ["V", "S", "S", "P", "P", "O", "O", "O", "O", "O", "O", "O", "N", "N", "C", "C", "C", "C", "C", "C", "C", "C", "H", "H", "H", "H"], "xyz": [[1.3092, 0.9549, 0.0055], [1.1779, -1.2013, 0.3469], [-0.8349, 0.9543, -0.5174], [3.4396, 1.8508, -0.6873], [1.5849, 3.3298, 0.7177], [0.5416, 3.6244, -0.2779], [3.8328, 0.8602, 0.3350], [2.2654, 1.4286, -1.5470], [1.8169, 4.5438, 1.7300], [1.3971, 2.0547, 1.5240], [4.6247, 2.3028, -1.6518], [3.0685, 3.2704, 0.0312], [-3.1293, -5.6236, 0.7824], [-5.6377, -2.8803, -0.7257], [-1.4077, -0.6702, -0.2840], [-3.1936, -2.2922, -0.2625], [-2.2890, -3.2816, 0.1984], [-2.7417, -1.0002, -0.4940], [-2.7526, -4.5738, 0.5056], [-0.9467, -2.9545, 0.3753], [-0.4982, -1.6624, 0.1393], [-4.5410, -2.6187, -0.5039], [1.1518, 5.1968, 1.5194], [-0.2490, -3.7057, 0.7111], [-3.4157, -0.2322, -0.8376], [5.4261, 2.3254, -1.1330]], "mulliken_charge": [0.43, -0.39, -0.34, 0.93, 1.00, -0.59, -0.57, -0.58, -0.53, -0.57, -0.54, -0.17, -0.56, -0.56, 0.73, 0.52, 0.54, -0.97, -0.03, -0.95, 0.59, -0.05, 0.33, 0.49, 0.49, 0.33]}



Entry 4:
{"formula": "C8H4N4S2", "method": "ωB97M-V/def2-TZVPD", "de_lowest_kcal_mol": 35.4, "lumo_energy_ha": [-0.0456, -0.0465], "homo_ev": [-7.7610, -7.7905], "multiplicity": 1, "elements": ["S", "S", "N", "N", "N", "N", "C", "C", "C", "C", "C", "C", "C", "C", "H", "H", "H", "H"], "xyz": [[-1.1209, -1.9293, 0.9578], [-1.1753, 2.6234, -0.5238], [-2.6001, -2.3981, 0.4874], [4.7410, 2.0459, 0.5136], [1.4753, -2.8209, -1.7153], [0.1579, 1.6090, 0.6345], [-2.4105, 1.5175, -0.4183], [-2.3761, 0.3371, 0.1867], [3.5774, 0.0470, -0.5335], [4.2636, 1.1471, -0.0212], [2.9083, -0.9248, -0.9137], [2.1566, -1.9878, -1.3117], [-0.0016, 0.4194, 0.9743], [-1.1365, -0.3362, 0.6136], [0.7713, 2.4121, 0.7932], [-3.2719, -0.2949, 0.3654], [-2.5269, -3.3643, 0.4744], [-3.4315, 1.8977, -0.5634]], "mulliken_charge": [0.20, -0.15, -0.62, -0.35, -0.37, -0.21, -0.21, -0.60, 0.33, 0.00, 0.36, 0.05, -0.30, 0.65, 0.30, 0.36, 0.27, 0.30]}



Entry 5:
{"formula": "C8H4NO4PtS3", "method": "ωB97M-V/def2-TZVPD", "de_lowest_kcal_mol": 3.1, "lumo_energy_ha": [-0.2655, -0.2655], "homo_ev": [-13.2484, -13.2481], "multiplicity": 1, "total_charge": 1, "elements": ["Pt", "S", "S", "S", "O", "O", "O", "O", "N", "C", "C", "C", "C", "C", "C", "C", "C", "H", "H", "H", "H"], "xyz": [[0.0144, 0.0184, 0.0303], [-0.7450, 3.1384, 3.1328], [-0.3522, 2.1813, 0.3412], [0.0399, 0.3848, 2.4098], [-2.1538, -7.4873, 0.1171], [0.0022, -7.4549, 0.1356], [1.4334, -1.4400, -0.2997], [-1.2946, -1.3819, -0.4043], [-1.0846, -6.9248, 0.1007], [-0.3843, 2.0050, 2.0757], [1.2691, -2.6710, -0.1555], [-1.1828, -2.6737, -0.1810], [0.0676, -4.7704, 0.0082], [-2.3713, -3.4149, -0.0861], [-2.3360, -4.7842, 0.0049], [0.0456, -3.3672, -0.0901], [-1.1076, -5.4528, 0.0373], [-3.3036, -2.8689, -0.1258], [-3.2460, -5.3659, 0.0624], [1.0029, -5.3142, 0.0471], [2.1784, -3.2766, -0.0972]], "mulliken_charge": [1.04, -0.05, 0.06, -0.10, -0.58, -0.59, -0.64, -0.90, 1.02, 0.28, 0.24, 0.78, -0.57, -0.59, -0.41, 0.36, -0.26, 0.46, 0.51, 0.51, 0.46]}



Entry 6:
{"formula": "C8H5BN5O4", "method": "ωB97M-V/def2-TZVPD", "de_lowest_kcal_mol": 0.0, "lumo_energy_ha": 0.0573, "homo_ev": -4.7862, "multiplicity": 1, "total_charge": -1, "elements": ["O", "O", "O", "O", "N", "N", "N", "N", "N", "C", "C", "C", "C", "C", "C", "C", "C", "B", "H", "H", "H", "H", "H"], "xyz": [[3.1863, -1.1683, 1.0410], [-2.6680, 2.1187, 0.6384], [-3.4537, -0.0483, 0.9000], [2.7278, 0.9787, 0.8311], [-2.3970, 0.9438, 0.6559], [-1.6059, -4.6606, 0.9800], [-2.9815, -1.3679, 0.9080], [2.4986, 3.8956, -2.2272], [2.3909, -0.2204, 0.7970], [0.1349, 0.6002, 0.1859], [1.7578, 3.0030, -2.0396], [-1.2139, -3.5576, 0.9278], [0.6588, -1.8763, 0.6742], [-1.2654, 0.1569, 0.4686], [-0.6970, -2.2382, 0.7596], [-1.6533, -1.1707, 0.6688], [1.0588, -0.5602, 0.4923], [0.7493, 1.9730, -2.2130], [0.3615, 1.5079, 0.7601], [0.3557, 1.0210, -0.8633], [-0.3921, 2.3341, -2.3828], [1.0475, 0.9977, -2.8581], [1.4001, -2.6619, 0.8953]], "mulliken_charge": [-0.71, -0.74, -0.24, -0.66, 0.73, -0.62, -0.59, -0.59, 0.95, -0.06, 0.59, -0.04, -0.19, -0.16, 0.10, 1.01, -0.49, -0.22, 0.53, -0.01, -0.04, -0.05, 0.47]}